DFT (wB97M-V/def2-TZVPD) results for a molecular structure, C29H39AsBrN2O3RhS in a non-equilibrium geometry.

- LUMO energy (spin up / spin down): -7.16 / -7.15 eV
- HOMO-LUMO gap (spin up / spin down): 5.66 / 5.67 eV
- Net charge: +2

```
77
Properties=species:S:1:pos:R:3:mulliken_charge:R:1
Rh 0.48369 0.09951 0.07452 -0.6256
Br -2.57277 0.85249 -6.69755 -0.1360
As -2.26544 -0.14632 0.65154 0.8561
S 2.17091 -2.46615 0.33425 0.7641
O 2.90245 0.19238 -0.33577 -0.4028
O 1.06005 -1.67504 1.03794 -0.5343
O 0.09761 -0.80767 -1.60962 0.6152
N 0.03069 1.87167 -0.78002 1.4402
N 0.98295 1.29604 1.57047 0.8008
C 3.71561 0.07356 -2.57483 -1.2719
C -1.39988 1.32148 -4.14912 -0.7423
C -3.16899 -0.33542 2.42057 -0.4612
C 3.33509 -2.91580 1.67802 -0.9151
C -1.47174 -1.00318 -4.83439 -0.4714
C 0.18946 2.93267 0.05613 0.6090
C -3.24630 1.44908 -0.00493 -0.4514
C 2.27811 -5.03531 1.24840 -0.7467
C -0.84438 -1.36815 -3.66793 -0.7845
C 0.73205 2.60107 1.33711 -0.0224
C -0.10241 4.28683 -0.20987 -1.1358
C -0.46907 -0.41575 -2.69054 -0.1394
C 1.00355 3.61064 2.29691 0.5936
C 0.68366 4.94625 1.97818 -0.8237
C -2.85652 -1.59616 3.20720 -1.1523
C -1.73631 0.35245 -5.07834 -0.4526
C -0.77509 0.98719 -2.93434 0.5036
C -3.07207 -1.55902 -0.48098 -0.7771
C 1.55950 3.19007 3.52386 -0.6732
C 3.53007 0.72642 -1.24258 0.9720
C -2.28159 -2.85754 -0.42137 -1.0102
C -0.50036 2.00745 -2.00751 -0.3571
C 2.72266 -4.11485 2.37780 -0.4910
C 0.13900 5.25764 0.74247 -0.9270
C -4.74846 1.25130 -0.17456 -1.3251
C 1.52420 0.92505 2.73204 -0.4577
C 1.46379 -4.16931 0.29933 -0.4694
C 4.16831 2.06932 -1.08314 -1.3599
C 1.80225 1.84863 3.73257 -0.9976
H 1.71959 -0.12897 2.86869 0.6118
H -1.77723 -1.74266 -5.55578 0.5012
H -0.82959 2.99390 -2.31029 0.2263
H 4.15672 2.39057 -0.04326 0.2973
H -2.24114 -3.23070 0.60174 0.2694
H 2.20734 1.49908 4.66845 0.4842
H 3.49396 -2.05113 2.31606 0.3211
H 1.85712 -3.79653 2.96462 0.2111
H -2.80758 1.73996 -0.96259 0.1788
H -1.26155 -2.68409 -0.76719 -0.0588
H -2.74099 -3.61994 -1.04816 0.4728
H 3.43596 -4.59915 3.04586 0.4479
H 3.19195 0.65477 -3.33694 0.3512
H 4.26735 -3.18079 1.17792 0.4786
H 3.63175 2.80687 -1.68418 0.3259
H -5.20707 2.18675 -0.49151 0.4338
H -1.62267 2.35528 -4.36736 0.5964
H 3.32534 -0.94269 -2.57026 0.1922
H -0.64034 -2.40977 -3.47133 0.5230
H 5.19220 2.03905 -1.44951 0.4769
H 0.43316 -4.05974 0.62929 -0.0325
H 1.78191 3.91836 4.28787 0.4906
H 1.48074 -4.51987 -0.72904 0.4830
H -5.21797 0.96337 0.76351 0.3287
H -2.88580 0.55542 2.99079 0.4859
H -3.15206 -2.48705 2.65476 0.2776
H -4.96474 0.49472 -0.92740 0.2968
H -0.52512 4.58229 -1.15436 0.5487
H -3.09523 -1.17161 -1.50502 0.4905
H 0.86026 5.72433 2.70255 0.4964
H -3.41468 -1.58942 4.14330 0.4173
H 1.66828 -5.86444 1.60681 0.3671
H -4.24306 -0.28629 2.21791 0.3726
H 4.76950 0.06488 -2.84926 0.5019
H -1.79449 -1.66291 3.44241 0.2434
H 3.15149 -5.44603 0.73666 0.3220
H -0.10813 6.28294 0.51706 0.4593
H -4.10093 -1.71788 -0.14430 0.5764
H -3.05857 2.25560 0.70954 0.4931
```

***

DFT (wB97M-V/def2-TZVPD) results for 6 unconnected molecules or ions with the total composition C29H39BF5NO21PS in a non-equilibrium geometry.

- LUMO energy: 1.22 eV
- HOMO-LUMO gap: 6.05 eV
- Net charge: -1

```
98
Properties=species:S:1:pos:R:3:mulliken_charge:R:1
S 4.57555 -3.17248 -0.85195 1.0434
P 3.50069 -6.23734 -0.89784 0.6886
F 6.99937 -0.91798 -2.04936 -0.2026
F 7.05566 -4.14183 -0.86762 -0.2621
F 8.14348 -2.67002 -2.59253 -0.2959
F 6.11629 -2.47021 -3.29320 -0.2139
F 6.82279 -2.20571 0.10048 -0.2473
O -6.63335 3.90049 2.44503 -0.2844
O -1.33957 1.11588 0.44308 -0.5596
O 2.86701 -9.39920 0.74915 -0.3749
O 3.29025 -4.34560 -3.11108 -0.6717
O 4.34463 -3.38242 0.56014 -0.6977
O 7.44804 5.02709 2.36182 -0.5466
O 1.25732 -5.24658 -3.23569 -0.5899
O 2.24739 -5.79558 0.07210 -0.5969
O 4.07902 -1.93020 -1.41874 -0.6603
O -8.41687 9.08584 -2.28812 -0.3539
O -8.47868 11.06360 -3.37221 -0.5290
O 3.23732 -11.09273 2.20641 -0.3542
O -3.20456 2.37900 0.31962 -0.3126
O 7.27677 5.10969 0.11635 -0.3414
O -7.82344 5.01745 0.88424 -0.4787
O 4.93531 -9.80600 1.54491 -0.2981
O 2.92861 -7.40664 -1.88819 -0.5455
O -1.80827 2.30955 -1.41293 -0.3335
O -9.59497 10.77178 -1.43516 -0.3373
O -8.24498 5.30167 3.07739 -0.3364
O 6.91366 3.18539 1.17409 -0.3406
N 4.67537 -6.78012 -0.03303 -0.7368
C -2.04420 1.86018 -0.15569 0.6167
C 6.75764 1.59278 -0.67459 -1.4019
C 4.43851 -11.72404 2.65419 -0.5148
C 1.96542 -4.31018 -2.92629 -0.0476
C -5.12017 3.57355 -0.57716 -1.0841
C 0.78654 -2.17446 -3.33813 -0.4223
C 6.90680 -2.23757 -2.25634 0.6207
C 7.23191 4.48911 1.32365 0.6302
C -8.77205 8.68907 -0.94764 0.6051
C 1.31304 -3.06184 -2.40435 0.7378
C 0.51778 -1.62475 -0.63507 -1.2583
C -7.86807 4.56413 4.25747 0.4874
C 0.12593 -1.02677 -2.92163 -0.5207
C 5.42268 -10.57497 2.64874 0.4856
C 6.86620 -10.95826 2.44836 -1.4570
C -7.92398 5.43122 5.48782 -1.4584
C 3.60255 -10.02793 1.42604 0.5830
C -6.49066 4.08549 3.86225 -0.5380
C 6.46528 2.98563 -0.18528 0.5072
C 6.43880 -2.95228 -0.95385 0.3503
C -3.62172 3.42719 -0.57443 0.5633
C -9.94969 9.60045 -0.68923 -0.4864
C 7.22054 4.08851 -0.88967 -0.5093
C -3.00196 2.95710 -1.87093 -0.5260
C 1.18023 -2.77236 -1.05553 0.2233
C -7.59043 4.76192 2.02266 0.6157
C -0.02446 -0.75343 -1.56927 -0.0146
C -9.06407 7.21492 -0.86301 -1.2815
C -8.79543 10.37489 -2.45879 0.6428
B 4.14676 -4.72748 -1.95255 0.6857
H -3.62220 2.21660 -2.38167 0.3516
H 7.22963 -11.53063 3.30277 0.3849
H -7.64963 4.85291 6.36970 0.3760
H -6.20171 3.15143 4.33648 0.2992
H -5.60149 2.64979 -0.90274 0.3426
H -9.31327 6.93036 0.15627 0.3331
H 5.38906 3.17851 -0.20658 0.2916
H 4.71225 -12.50219 1.93577 0.2964
H 6.98393 -11.55671 1.54367 0.3512
H 4.86528 -7.75563 -0.22359 0.1182
H 6.72028 4.46150 -1.77982 0.3149
H -8.20187 6.63191 -1.17741 0.2363
H -2.75595 3.76276 -2.55798 0.3008
H -10.87972 9.19816 -1.09826 0.3169
H -0.54086 0.12220 -1.20964 0.3919
H 8.24239 3.79324 -1.14001 0.3287
H -8.92789 5.82967 5.63008 0.3590
H 1.59512 -3.43473 -0.30428 0.3990
H -5.42675 4.38151 -1.24183 0.3947
H 7.48284 -10.06762 2.33437 0.3647
H 6.39971 1.46999 -1.69522 0.3996
H 1.37930 -6.03350 -0.27605 0.3661
H -7.24392 6.27893 5.39475 0.3529
H 5.21043 -5.07639 -2.38042 -0.1817
H 7.82885 1.38733 -0.64767 0.3250
H -7.93281 8.94874 -0.29553 0.2229
H 5.31239 -9.96627 3.55151 0.2583
H -10.09010 9.84786 0.36000 0.3015
H 0.88328 -2.36485 -4.40044 0.4385
H -0.27870 -0.35431 -3.66922 0.3706
H 1.96525 -7.36913 -1.93496 0.3355
H 4.29041 -12.17024 3.63531 0.2943
H 6.26853 0.84894 -0.04766 0.3470
H 0.42448 -1.44861 0.42801 0.4279
H -9.89518 6.95002 -1.51984 0.3370
H -3.14935 4.35504 -0.23690 0.2263
H -5.71719 4.83676 4.03590 0.3098
H -5.48649 3.78914 0.42203 0.0043
H -8.55787 3.72097 4.35217 0.2488
```

***

Calculated total energy, record by record: -6781.72869; -4027.23436 a.u.